C26H25F2N3O4S | wB97M-V/def2-TZVPD

Geometry as XYZ:
```
61
Properties=species:S:1:pos:R:3:forces:R:3
C 4.64413 -1.83391 0.34255 0.094 0.000 0.104
C 3.70533 -1.13694 0.95270 0.183 0.028 0.289
C 3.50754 0.33242 0.76189 0.541 -0.246 0.073
N 2.18974 0.57966 0.17912 -0.538 -0.254 -0.760
C 1.85181 1.95883 0.04855 -0.104 0.802 0.087
C 0.99947 2.52621 0.98659 0.150 -0.058 -0.063
C 0.61563 3.84880 0.85311 -0.004 0.022 0.069
C 1.07543 4.60442 -0.21244 -0.012 0.062 -0.038
C 1.93075 4.03931 -1.14327 0.019 0.033 -0.025
C 2.32466 2.71904 -1.01369 0.131 0.091 0.202
S 1.98933 -0.26411 -1.27015 -0.619 -0.388 -0.106
O 1.55406 -1.59593 -0.93878 0.029 -0.042 -0.015
O 3.13791 -0.14727 -2.12175 0.080 0.314 -0.135
C 0.56790 0.53474 -2.01096 0.342 -0.174 0.208
C 0.59051 0.94375 -3.32935 0.226 -0.036 0.026
C -0.57313 1.43925 -3.89850 -0.009 -0.093 0.039
C -1.74404 1.47436 -3.16100 -0.041 -0.033 0.099
C -1.76586 1.02620 -1.84281 0.293 0.109 -0.004
C -3.05015 1.09350 -1.07016 0.185 0.059 -0.166
O -3.68008 2.13447 -1.01617 -0.097 0.192 -0.107
N -3.46751 -0.04296 -0.46721 0.011 -0.190 0.215
C -4.69779 0.00719 0.31044 -0.425 0.120 0.158
C -5.91007 -0.40172 -0.51967 0.235 0.128 0.067
C -2.82433 -1.33445 -0.57287 0.067 -0.158 0.182
C -2.06605 -1.68476 0.71995 -0.187 -0.241 -0.481
O -2.58423 -1.62068 1.81009 -0.099 0.106 0.229
N -0.78707 -2.09911 0.52918 0.463 -0.179 -0.078
C 0.08030 -2.38740 1.59474 -0.010 -0.106 0.258
C 0.29844 -1.49772 2.64370 0.175 -0.140 -0.034
F -0.28878 -0.28996 2.60899 0.040 -0.140 -0.052
C 1.13728 -1.80118 3.70073 -0.119 0.139 -0.037
C 1.80439 -3.01365 3.71131 -0.093 0.032 -0.143
C 1.63964 -3.91108 2.66920 -0.011 -0.082 -0.148
C 0.78231 -3.59040 1.63485 -0.051 0.176 0.221
F 0.59768 -4.46709 0.63365 0.005 0.142 0.051
C -0.58702 0.58590 -1.25647 -0.297 0.109 -0.089
H 4.75193 -2.89308 0.49807 -0.019 -0.224 0.068
H 5.33344 -1.37419 -0.34550 0.115 0.150 -0.173
H 3.00371 -1.61071 1.62298 -0.090 -0.152 0.075
H 4.29475 0.73764 0.11127 -0.032 0.040 0.141
H 3.53320 0.85321 1.72525 -0.059 -0.005 -0.160
H 0.63649 1.92475 1.80463 -0.071 -0.141 0.088
H -0.05285 4.28633 1.57866 -0.069 0.039 0.064
H 0.76643 5.63323 -0.31804 -0.036 0.088 -0.011
H 2.29365 4.62680 -1.97336 0.023 0.049 -0.075
H 2.99055 2.26528 -1.73253 0.078 0.023 -0.090
H 1.51252 0.86957 -3.88398 0.098 0.044 -0.121
H -0.56874 1.78378 -4.92115 0.009 0.009 -0.088
H -2.65825 1.84588 -3.59866 -0.079 0.064 -0.030
H -4.81994 1.03816 0.64720 0.036 -0.175 0.045
H -4.57571 -0.64164 1.17843 0.020 0.118 -0.081
H -5.81481 -1.42182 -0.88656 -0.036 -0.115 -0.043
H -6.80687 -0.33977 0.08996 -0.136 -0.033 0.038
H -6.01993 0.26729 -1.36955 -0.051 0.046 -0.089
H -3.60482 -2.09353 -0.70160 0.141 0.030 -0.037
H -2.16151 -1.36481 -1.43804 -0.148 -0.065 0.066
H -0.36795 -2.22054 -0.38610 -0.245 0.215 0.039
H 1.26694 -1.08058 4.49215 -0.017 0.095 0.067
H 2.46387 -3.25615 4.52911 0.065 -0.022 0.074
H 2.15838 -4.85573 2.65158 0.030 -0.114 -0.029
H -0.55262 0.29290 -0.22032 -0.081 -0.069 0.164
```
Forces are in eV/Å.

LUMO energy	0.32	eV
relative energy (zero: lowest compared OMol25 entry of this formula, charge and spin)	0.4	kcal/mol
highest occupied orbital energy	-9.20	eV

C26H25F4IrN3O5 | wB97M-V/def2-TZVPD

Geometry as XYZ:
```
64
Properties=species:S:1:pos:R:3:forces:R:3
Ir 0.43080 -0.30474 -0.18680 -0.280 -1.627 -0.424
F -5.32841 -2.08384 -3.35588 -0.028 -0.018 0.011
C -5.24931 -1.68744 -2.07280 0.102 -0.060 -0.082
C -4.03570 -1.26677 -1.61670 0.054 -0.022 0.013
C -3.86277 -0.91074 -0.27486 0.106 0.092 -0.257
C -2.55072 -0.52909 0.21906 -0.436 0.066 0.218
O -1.59855 -0.43501 -0.62815 1.024 0.360 -0.358
C -2.46461 -0.33658 1.60340 0.378 -0.071 -0.020
C -3.59181 -0.36758 2.38070 -0.212 -0.201 -0.036
N -4.82141 -0.60233 1.90876 0.104 0.120 0.070
C -5.96254 -0.52067 2.80632 -0.066 -0.080 -0.014
C -6.04399 0.64043 3.74560 0.040 0.063 0.083
C -6.97366 0.56440 2.57544 -0.117 0.073 -0.053
C -4.97689 -0.95025 0.57514 0.077 -0.059 -0.025
C -6.21695 -1.35571 0.07216 -0.157 0.026 0.071
C -6.38500 -1.74923 -1.24353 -0.006 0.149 0.101
N -7.66982 -2.16889 -1.67677 -0.154 0.008 0.002
C -7.94309 -2.25420 -3.11193 0.016 0.004 0.084
C -9.47211 -2.25163 -3.34510 0.285 0.048 -0.188
N -10.17100 -2.22650 -2.02487 -0.057 -0.077 -0.070
C -9.75417 -3.39543 -1.19407 0.180 -0.143 0.191
C -8.23066 -3.31730 -0.95714 0.174 -0.039 -0.135
C -1.16093 -0.09071 2.31032 -0.536 -0.177 -0.227
O -1.07458 -0.32914 3.48479 0.231 0.236 0.117
O -0.24193 0.45775 1.55667 1.143 0.244 0.236
H -3.18946 -1.25017 -2.28910 -0.013 -0.024 -0.009
H -3.49621 -0.20218 3.44571 -0.018 0.033 -0.002
H -6.30683 -1.48774 3.15071 0.024 -0.008 0.004
H -5.25583 1.38020 3.71447 -0.006 -0.003 -0.057
H -6.43539 0.45687 4.73533 -0.001 -0.063 -0.016
H -6.80566 1.24484 1.75093 0.096 -0.008 0.018
H -8.01525 0.33717 2.75710 0.025 -0.059 0.025
H -7.07124 -1.35551 0.73362 -0.003 0.014 -0.013
H -7.50474 -3.14896 -3.56077 -0.032 -0.007 -0.019
H -7.51379 -1.38822 -3.60487 0.010 -0.017 -0.011
H -9.79116 -3.14528 -3.87609 -0.118 -0.015 0.083
H -9.78247 -1.38178 -3.91861 -0.092 0.025 0.075
H -11.18287 -2.21860 -2.15793 0.000 0.023 0.032
H -9.89873 -1.36956 -1.53778 -0.035 0.005 0.002
H -10.02678 -4.29958 -1.73300 -0.087 0.065 -0.079
H -10.30695 -3.37538 -0.25806 -0.062 0.071 -0.031
H -7.75947 -4.24961 -1.28840 -0.032 -0.021 0.004
H -8.02996 -3.21086 0.10372 0.000 0.005 0.009
F 3.19137 -3.60616 1.88670 0.056 0.022 0.014
C 2.16750 -3.83144 1.08215 0.077 0.039 0.008
F 2.58260 -4.54276 0.03181 0.007 -0.012 -0.070
F 1.24233 -4.52643 1.73275 -0.081 -0.022 0.016
C 1.56703 -2.50465 0.57344 0.331 -0.080 0.184
O 2.24196 -1.45195 0.61494 -0.553 1.060 -0.019
O 0.40759 -2.50799 0.10458 -0.525 0.630 -0.277
C 2.05872 0.41859 -1.43063 -0.641 -0.786 0.734
C 1.17022 1.46809 -1.79637 -0.204 0.583 -0.138
C 1.19789 2.70233 -1.09405 0.103 -0.250 0.105
C 0.49595 3.78691 -1.56694 -0.236 0.137 0.069
C -0.26943 3.66626 -2.72294 0.063 -0.105 0.097
C -0.31813 2.46141 -3.42977 -0.199 -0.003 0.009
C 0.37229 1.37002 -2.96914 0.073 -0.127 0.054
H 2.88436 0.64299 -0.76468 0.031 -0.088 -0.014
H 2.23059 -0.39301 -2.13519 0.078 0.027 -0.025
H 1.81173 2.78280 -0.20485 0.025 0.027 -0.024
H 0.54381 4.73350 -1.04684 -0.026 -0.021 0.029
H -0.84160 4.51472 -3.07511 0.092 0.032 -0.062
H -0.89379 2.39621 -4.34269 -0.018 -0.015 0.016
H 0.36015 0.43453 -3.51596 0.024 0.022 -0.033
```
Forces are in eV/Å.

LUMO energy (spin up / spin down)	-6.85 / -6.62	eV
relative energy (zero: lowest compared OMol25 entry of this formula, charge and spin)	45.6	kcal/mol
expectation value of S²	0.771
net charge	+2
2S+1	2
highest occupied orbital energy (spin up / spin down)	-13.84 / -13.73	eV

C26H25N2O2 | wB97M-V/def2-TZVPD

Geometry as XYZ:
```
55
Properties=species:S:1:pos:R:3:forces:R:3
C 4.73895 -2.98082 -2.71270 -0.061 0.282 0.055
O 4.32938 -1.60348 -2.90019 -1.202 0.077 0.313
C 3.06772 -1.22602 -2.57476 0.582 -0.451 0.169
C 2.74384 0.14313 -2.76572 -0.445 -0.273 -0.181
C 1.49727 0.60518 -2.40465 0.432 0.202 0.557
C 0.52229 -0.25072 -1.80833 -0.421 0.030 0.948
C -0.78045 0.25395 -1.40090 1.215 -0.306 -4.964
C -1.96228 -0.39009 -1.93250 -0.735 -0.456 0.047
C -3.23614 0.24446 -1.83882 -0.137 -0.412 -0.401
C -4.41448 -0.42788 -2.14862 0.722 0.833 0.125
C -4.38644 -1.75787 -2.59503 -0.021 -0.035 -0.233
C -5.68408 -2.46914 -2.85509 -0.023 -0.308 0.112
C -3.14415 -2.34713 -2.85729 0.221 0.289 -0.096
C -1.95792 -1.65143 -2.59811 -0.202 -0.383 0.376
C 0.86542 -1.61006 -1.64920 0.204 -0.548 -0.223
C 2.10606 -2.10877 -2.02712 -0.211 0.102 -0.184
H 5.81160 -2.95645 -2.90878 -0.216 -0.141 0.049
H 4.54955 -3.32899 -1.68444 0.070 0.243 -0.347
H 4.23648 -3.63839 -3.43283 0.077 0.195 0.140
H 3.48457 0.79672 -3.22298 -0.196 -0.153 0.136
H 1.25704 1.65572 -2.56053 0.069 -0.219 0.129
H -0.81794 1.33742 -1.28211 0.107 -0.258 -0.150
H -3.28007 1.30640 -1.59996 -0.072 -0.229 0.269
H -5.36378 0.10724 -2.05142 0.307 -0.279 -0.053
H -5.53077 -3.55324 -2.89467 -0.072 0.220 -0.018
H -6.39493 -2.24834 -2.05045 0.099 -0.057 -0.169
H -6.15853 -2.16280 -3.79984 0.274 0.038 0.231
H -3.10789 -3.34822 -3.30875 0.040 0.537 0.203
H -1.02166 -2.11135 -2.91570 -0.360 0.203 0.136
H 0.12217 -2.29781 -1.23769 0.445 0.269 0.135
H 2.30621 -3.18105 -1.94227 -0.013 0.531 0.104
O 1.28748 1.33101 0.30628 -0.796 -0.242 1.110
C 0.72817 1.17658 1.40340 1.396 0.086 -1.392
C 1.55233 1.35381 2.66105 0.374 0.310 -0.099
C 1.23934 2.40215 3.53327 -0.087 0.117 0.230
C 2.10664 2.72933 4.58095 0.146 -0.480 -0.144
C 3.28195 1.99304 4.76458 -0.145 -0.043 -0.241
C 3.61288 0.95720 3.87703 -0.159 0.092 -0.013
C 2.76121 0.66167 2.81111 -0.223 0.024 0.052
C -0.02409 3.19440 3.32188 -0.213 0.134 0.080
C -1.29398 2.35314 3.56169 -0.034 0.280 0.274
C -1.29179 0.95887 2.93480 -0.151 -0.603 -0.269
C -0.68622 0.90724 1.54718 0.090 0.044 0.156
N -1.55011 0.72511 0.54580 -4.862 1.388 3.966
N -2.75940 0.74967 0.56854 4.171 -0.577 -0.859
H 1.84301 3.55841 5.24711 0.197 -0.352 -0.245
H 3.94593 2.24238 5.59062 -0.109 -0.094 -0.204
H 4.54070 0.38717 3.99857 -0.402 0.302 0.001
H 3.01046 -0.10628 2.07745 0.048 0.174 0.247
H -0.04225 4.03068 4.03265 0.009 -0.113 -0.264
H -0.02995 3.63967 2.31038 -0.045 -0.214 0.307
H -1.41119 2.18797 4.64175 -0.038 0.178 -0.192
H -2.17060 2.92214 3.22396 0.194 -0.128 0.044
H -0.72274 0.25379 3.55365 -0.160 0.198 0.045
H -2.32483 0.59065 2.86773 0.321 -0.029 0.199
```
Forces are in eV/Å.

LUMO energy	-6.03	eV
relative energy (zero: lowest compared OMol25 entry of this formula, charge and spin)	114.1	kcal/mol
net charge	+1
highest occupied orbital energy	-11.37	eV

Among the records above, which one has the highest relative energy (zero: lowest compared OMol25 entry of this formula, charge and spin)?
C26H25N2O2